A 12-piece molecular cluster, C36H72O14 overall. Source: the OMol25 dataset; level of theory: ωB97M-V with the def2-TZVPD basis set.

Structure (XYZ):
```
122
Properties=species:S:1:pos:R:3:forces:R:3:lowdin_charge:R:1
C -1.466302 -1.486535 -2.350773 1.5 -0.6 -0.8 -0.07
O -1.434112 -0.290735 -1.625253 -0.4 2.0 1.4 -0.05
C -0.705752 -0.125725 -0.474953 0.0 -1.6 -0.5 -0.56
O -0.047972 -1.026075 0.011167 -0.3 1.0 0.0 0.11
O -0.878812 1.110765 -0.054933 -1.2 0.1 -2.1 0.00
C -0.442002 1.618115 1.162157 1.2 0.0 1.8 -0.04
H -0.438032 -1.792705 -2.543223 0.1 -0.5 0.3 0.07
H -1.815372 -1.238935 -3.353243 -0.5 0.0 0.3 0.10
H -2.013042 -2.313115 -1.896963 -0.1 0.3 0.1 0.09
H -0.357522 2.704815 1.169617 -0.3 -0.1 -0.8 0.08
H 0.564018 1.245015 1.354027 -0.1 -0.2 0.4 0.08
H -1.134992 1.362445 1.963707 0.2 -0.3 0.0 0.07
C -5.124732 0.188675 -1.841403 -0.8 -0.2 0.6 0.00
C -5.701212 1.597345 -1.627823 -0.7 0.5 -2.0 -0.46
C -4.670712 2.661475 -1.371273 -0.3 0.3 0.5 -0.03
O -6.888642 1.890355 -1.769693 1.9 -1.0 0.5 0.06
H -5.563542 -0.348435 -2.682273 -0.4 0.2 0.1 0.09
H -5.438282 -0.311575 -0.925143 -0.1 -0.5 0.0 0.07
H -4.046262 0.049795 -1.916993 0.1 0.7 0.1 0.06
H -4.278832 2.478705 -0.370713 0.3 0.1 0.1 0.08
H -5.146192 3.641855 -1.400863 0.0 -0.1 0.1 0.08
H -3.833762 2.629105 -2.068823 0.0 -0.2 0.0 0.08
C 3.020698 -2.791015 0.591507 -2.2 0.3 0.7 -0.03
C 3.360588 -3.599375 1.835607 1.3 1.6 0.1 -0.49
C 4.323018 -4.701575 1.605777 -0.3 -2.0 0.2 -0.03
O 3.016838 -3.304205 2.967727 -0.4 -0.1 -1.0 0.06
H 2.425378 -3.441865 -0.048883 0.7 -0.3 -0.6 0.08
H 3.792748 -2.208435 0.088877 0.4 -0.7 0.0 0.08
H 2.231778 -2.080365 0.837847 0.1 0.3 0.4 0.05
H 4.199388 -5.374945 2.453947 0.5 0.0 0.2 0.09
H 5.373508 -4.447225 1.464847 -0.1 0.5 0.2 0.09
H 4.052288 -5.325675 0.754127 -0.1 0.3 -0.3 0.08
C -0.192602 -2.085055 4.456477 -0.9 0.9 0.7 0.01
C -1.340382 -1.074695 4.443937 0.1 -0.9 0.5 -0.49
C -2.460752 -1.329025 5.434277 0.2 0.5 0.0 -0.01
O -1.338562 -0.107295 3.733587 0.0 0.6 -0.5 0.05
H 0.748658 -1.535505 4.467367 0.0 -0.3 -0.4 0.09
H -0.330022 -2.727075 3.586397 0.4 -0.1 0.1 0.07
H -0.308652 -2.626995 5.395067 0.4 -0.4 -0.2 0.08
H -2.213032 -0.702025 6.290787 0.2 -0.1 0.3 0.10
H -2.510412 -2.363995 5.772617 -0.3 0.1 -0.1 0.08
H -3.403412 -0.889775 5.107867 0.0 -0.4 -0.3 0.07
C 1.749928 -4.074435 -5.499323 -1.1 -0.7 0.0 -0.02
C 0.437778 -3.426765 -5.859623 -2.2 0.4 2.9 -0.48
C 0.309528 -2.696045 -7.136153 -0.8 0.5 -0.2 -0.03
O -0.500512 -3.406705 -5.024683 2.2 -0.2 -1.9 0.02
H 2.065778 -4.723515 -6.316033 0.4 0.3 -0.1 0.09
H 1.498838 -4.723345 -4.660293 0.4 0.1 0.2 0.08
H 2.487428 -3.318585 -5.229353 0.1 -0.1 -0.2 0.08
H 0.189488 -3.395315 -7.963623 0.7 0.1 -0.2 0.09
H 1.141268 -1.993675 -7.190793 0.2 -0.3 -0.7 0.09
H -0.608462 -2.108335 -7.132683 0.0 0.0 0.2 0.09
C 2.044538 -0.373515 -3.947673 0.6 0.4 -0.6 0.00
C 3.462608 0.092685 -3.564663 -0.7 -0.5 1.2 -0.48
C 3.543848 0.707165 -2.185703 0.2 0.5 -0.5 -0.01
O 4.459558 -0.125895 -4.188853 0.2 -0.2 -1.0 0.09
H 2.060398 -0.880585 -4.912413 0.1 -0.3 0.2 0.06
H 1.358728 0.462295 -4.086183 0.1 0.2 0.2 0.07
H 1.639478 -0.988965 -3.144403 0.0 -0.1 -0.1 0.07
H 4.553908 1.057665 -1.973483 0.0 -0.2 -0.1 0.09
H 3.245818 -0.045125 -1.455413 -0.3 0.2 0.1 0.07
H 2.890368 1.579215 -2.210103 -0.3 -0.1 0.6 0.08
C -1.045312 -5.198055 2.472627 -0.4 0.3 0.4 -0.03
C -0.413392 -5.129735 1.095107 1.8 -1.1 -0.8 -0.43
C -1.133502 -4.333375 -0.014673 0.5 -0.3 0.4 -0.02
O 0.639028 -5.752225 0.894257 -1.8 1.3 0.2 0.03
H -1.537762 -6.165675 2.569107 -0.2 0.0 -0.2 0.09
H -1.767852 -4.412425 2.693617 -0.3 0.0 -0.5 0.06
H -0.375272 -5.149015 3.330957 0.7 -0.1 -0.5 0.08
H -0.973032 -3.277465 0.203077 -0.4 0.2 0.3 0.05
H -2.189382 -4.600475 -0.057943 -0.1 0.3 0.3 0.08
H -0.741462 -4.434565 -1.026683 0.4 -0.6 0.2 0.08
C -0.464242 7.050755 -0.772913 -0.1 -0.9 0.2 0.00
C -1.221592 5.731685 -0.503883 -0.6 2.9 -0.5 -0.50
C -2.682852 5.710255 -0.897613 -0.4 -0.4 0.0 -0.01
O -0.675992 4.807085 -0.001183 0.7 -1.6 0.7 0.07
H 0.413668 7.139035 -0.132933 0.0 -0.2 0.0 0.08
H -1.062472 7.954745 -0.658803 -0.1 -0.2 -0.3 0.08
H -0.121572 6.894965 -1.795853 0.1 0.5 -0.2 0.08
H -3.130622 4.818565 -0.458883 -0.1 0.2 0.1 0.06
H -2.878452 5.661145 -1.968803 0.5 -0.1 -0.2 0.08
H -3.215402 6.615585 -0.606283 0.1 0.0 0.4 0.09
C 0.021648 3.105005 -2.513263 0.1 0.4 -0.1 -0.02
C 0.108048 4.109085 -3.653653 1.0 -0.3 0.4 -0.47
C -0.916572 4.163505 -4.772023 -0.1 0.3 0.0 -0.02
O 1.089928 4.825645 -3.683333 -0.6 0.2 -0.4 0.06
H 0.197598 2.078865 -2.836053 -0.8 -0.1 -0.3 0.06
H -0.908992 3.277375 -1.972613 -0.1 -0.7 0.0 0.07
H 0.844108 3.282095 -1.820223 -0.1 0.4 0.0 0.08
H -0.654242 3.400405 -5.504803 0.1 0.0 -0.1 0.08
H -0.852142 5.143215 -5.245433 0.2 -0.1 -0.1 0.08
H -1.967012 3.999515 -4.531633 0.1 -0.2 0.5 0.07
C 6.021848 0.355315 1.598217 -0.6 0.4 -0.7 -0.01
C 4.747158 1.056595 1.992037 -0.4 0.1 -0.2 -0.49
C 3.404298 0.316375 1.880277 0.6 0.2 0.4 -0.01
O 4.811208 2.166005 2.461637 -0.4 0.3 0.1 0.06
H 6.846448 1.063385 1.680407 0.1 -0.4 0.9 0.09
H 6.041198 0.155925 0.526777 -0.4 -0.6 -0.1 0.07
H 6.010588 -0.559275 2.191097 0.8 -0.1 -0.2 0.09
H 3.210288 -0.106365 0.894497 0.1 0.3 0.0 0.05
H 2.590038 0.956385 2.220057 0.1 0.1 -0.3 0.05
H 3.417988 -0.529515 2.567587 0.1 -0.2 0.0 0.08
C 3.479798 1.760495 5.499597 -0.4 0.3 -0.2 -0.01
C 2.229868 2.636635 5.598507 0.8 0.0 1.3 -0.49
C 1.256238 2.631095 4.471307 -0.1 0.4 -0.1 -0.02
O 2.089248 3.331325 6.585017 -0.3 -0.1 -0.4 0.06
H 4.345128 2.406705 5.647007 0.0 0.1 -0.3 0.09
H 3.508068 1.281425 4.520927 0.3 -0.2 0.3 0.04
H 3.550068 1.054985 6.327497 -0.4 -0.2 -0.1 0.08
H 0.533378 3.435615 4.606647 0.0 -0.1 0.0 0.09
H 0.737698 1.673835 4.417797 0.0 -0.1 -0.2 0.08
H 1.822988 2.808185 3.557237 -0.1 -0.2 -0.2 0.08
C -4.611402 0.238295 2.416117 -0.3 0.8 0.7 -0.02
C -4.771252 -1.087555 1.725387 -0.6 0.3 -0.3 -0.49
C -3.558812 -1.803235 1.150207 -0.8 -0.3 0.5 0.00
O -5.888942 -1.547605 1.604397 0.5 -0.2 0.0 0.06
H -3.742202 0.838675 2.147547 0.1 -0.2 0.0 0.07
H -4.653522 0.143995 3.501217 0.8 -0.6 0.2 0.07
H -5.517942 0.841995 2.373397 -0.1 0.0 -1.0 0.09
H -3.167102 -1.280875 0.277387 0.2 0.2 0.1 0.07
H -3.930102 -2.783095 0.850037 0.2 0.0 -0.1 0.08
H -2.812462 -1.917915 1.936287 0.3 0.2 -0.2 0.07
```
Forces are in eV/Å.

Values from the calculation:
HOMO, eV: -9.32
Energy above the lowest of the compared OMol25 structures with the same formula, charge and spin, kcal/mol: 51.1
Maximum force, eV Å⁻¹: 3.61
SMILES: COC(=O)OC.CC(C)=O.CC(C)=O.CC(C)=O.CC(C)=O.CC(C)=O.CC(C)=O.CC(C)=O.CC(C)=O.CC(C)=O.CC(C)=O.CC(C)=O
Charge: 0
Kohn-Sham gap, eV: 9.5
Calculated total energy, Eh: -2468.17375
Lowest unoccupied orbital energy, eV: 0.198


C4HLiO4V as an isolated structure. Source: the OMol25 dataset; level of theory: ωB97M-V with the def2-TZVPD basis set.

Structure (XYZ):
```
11
Properties=species:S:1:pos:R:3:forces:R:3:lowdin_charge:R:1
O -2.102428 0.474105 -2.807062 0.0 0.1 0.1 -0.03
C -1.947643 0.108874 -3.866119 0.0 0.0 0.0 0.09
C -0.128918 0.795471 -0.049378 -3.1 -1.3 -1.4 -0.13
C 0.834696 0.104101 -0.661023 0.8 1.8 1.8 -0.09
H 1.174734 -0.040287 -1.679582 0.3 0.4 0.5 0.12
Li -1.981043 1.282390 -0.832632 0.3 0.0 -0.1 0.73
O 1.687352 -0.291035 0.431941 0.4 -3.4 -0.5 0.11
C 0.901638 -0.484709 1.466337 1.0 2.5 -1.1 -0.60
O 1.290208 -0.946715 2.541831 1.0 -0.3 -1.9 -0.13
O -0.216847 0.161671 1.289824 0.4 0.6 0.0 0.01
V 0.488252 -1.163865 4.165866 -1.1 -0.5 2.8 0.92
```
Forces are in eV/Å.

Values from the calculation:
HOMO (spin up / spin down), eV: -10.93 / -12.67
Energy above the lowest of the compared OMol25 structures with the same formula, charge and spin, kcal/mol: 30.1
Maximum force, eV Å⁻¹: 3.67
Charge: +1
Kohn-Sham gap (spin up / spin down), eV: 7.4 / 9.2
2S+1: 5
Calculated total energy, Eh: -1405.14626
Lowest unoccupied orbital energy (spin up / spin down), eV: -3.493 / -3.422


One molecule with the formula C6H12O. Source: the OMol25 dataset; level of theory: ωB97M-V with the def2-TZVPD basis set.

Structure (XYZ):
```
19
Properties=species:S:1:pos:R:3:forces:R:3:lowdin_charge:R:1
C 2.731129 0.741420 0.105334 -0.1 -0.4 -0.2 -0.05
C 1.514760 -0.148335 -0.210614 0.3 0.1 -0.1 -0.28
O 0.534155 0.005499 0.781486 -0.1 0.0 -0.1 -0.10
C -0.472180 -0.921523 0.553555 -0.2 -0.2 0.0 -0.34
C -1.779131 -0.636802 1.192698 -0.2 0.0 0.2 -0.05
C -1.633515 -0.507265 -0.308263 -0.1 0.0 -0.2 -0.27
C -1.669667 0.864378 -0.945571 0.0 0.0 0.0 -0.07
H 3.279180 -0.122615 0.393213 2.2 0.4 0.5 0.05
H 2.696217 1.432244 0.955471 -0.6 -0.3 -0.3 0.08
H 3.181149 1.261561 -0.753555 -0.3 -0.4 0.2 0.08
H 1.895109 -1.205643 -0.161937 -0.6 0.6 -0.3 0.12
H 1.122728 -0.002699 -1.221802 -0.3 0.2 0.0 0.12
H -0.104592 -1.950566 0.481944 -0.2 0.2 0.1 0.15
H -1.823093 0.290293 1.757797 0.0 -0.1 -0.1 0.12
H -2.346771 -1.460794 1.611313 0.0 0.1 -0.1 0.10
H -2.083255 -1.301496 -0.899835 0.0 0.1 0.1 0.13
H -1.236426 0.850653 -1.952842 -0.1 0.0 0.1 0.07
H -2.700759 1.224527 -1.030167 0.1 0.0 0.0 0.08
H -1.105038 1.587161 -0.348233 -0.1 -0.1 -0.1 0.08
```
Forces are in eV/Å.

Values from the calculation:
HOMO, eV: -9.31
Energy above the lowest of the compared OMol25 structures with the same formula, charge and spin, kcal/mol: 48.1
Maximum force, eV Å⁻¹: 2.28
SMILES: CCO[C@H]1C[C@H]1C
Charge: 0
Kohn-Sham gap, eV: 10.5
Calculated total energy, Eh: -310.98256
Lowest unoccupied orbital energy, eV: 1.145